# 1
Molecular formula: C21H14BrClI2N5OS2V
Method: DFT, ωB97M-V/def2-TZVPD

HOMO level (spin up / spin down)   -9.88 / -9.30 eV
Net charge   +1
Spin multiplicity   2
Energy   -6527.5307 hartree

Element x y z (Å)
V 0.36816 -0.94100 -0.89874
Cl 3.42119 0.68686 4.99008
C 2.56136 -0.13240 3.72321
C 2.10259 -1.39446 3.93107
C 1.40325 -2.09203 2.91130
I 0.74505 -4.02027 3.24260
C 1.16968 -1.50566 1.70170
O 0.54753 -2.10994 0.66531
C 1.64967 -0.17843 1.49992
N 1.36942 0.36720 0.25790
C 1.78847 1.59218 0.01025
C 2.51452 2.35525 0.94519
C 2.79261 1.83427 2.17050
C 2.35031 0.52549 2.48144
H 2.27817 -1.87212 4.88557
H 1.54757 1.99728 -0.96496
H 2.83545 3.35207 0.67548
H 3.34363 2.40496 2.90618
N -1.59080 1.58738 -2.64579
C -0.49279 1.11442 -3.24930
N 0.26218 0.15924 -2.72796
C 1.34840 -0.12913 -3.58099
C 1.39628 0.60475 -4.70013
S 0.05971 1.70039 -4.75997
C 2.26605 -1.18878 -3.12964
C 3.37268 -1.64816 -3.73026
S 4.05409 -2.93805 -2.80887
C 2.80281 -2.76524 -1.63704
N 1.93287 -1.81089 -1.91916
N 2.71769 -3.53235 -0.54422
H -1.90201 1.15880 -1.78638
H -2.18686 2.25875 -3.09376
H 2.11809 0.56618 -5.49951
H 3.82111 -1.32464 -4.65570
H 3.39538 -4.24929 -0.36251
H 1.94018 -3.39003 0.09373
Br -4.33738 -1.71853 2.63799
C -4.73677 -0.06430 1.84335
C -6.01063 0.45857 2.04062
C -6.36891 1.67172 1.47792
C -5.45611 2.38571 0.71605
C -4.18227 1.87841 0.51482
C -3.83350 0.65677 1.07531
I -1.90946 -0.04944 0.79329
H -6.71692 -0.10006 2.63900
H -7.36579 2.05890 1.64145
H -5.72814 3.33842 0.28186
H -3.45776 2.44124 -0.05822

---

# 2
Molecular formula: C5H11NO
Method: DFT, ωB97M-V/def2-TZVPD

Energy above the lowest of the compared OMol25 structures with the same formula, charge and spin   286.5 kJ/mol
HOMO level   -9.00 eV
SMILES   CNCCCC=O
Net charge   0
Spin multiplicity   1
Energy   -327.0222 hartree

Element x y z (Å)
O 2.47525 1.67789 -0.63058
C 2.03025 1.53273 0.52825
C 2.03518 0.03046 0.87920
C 0.93990 -0.50178 0.05063
C -0.46534 0.10790 0.18113
C -2.59430 -0.46921 -1.14305
N -1.43702 -0.94023 -0.31955
H 1.45184 2.21778 1.29025
H 2.15483 -0.19833 1.97422
H 2.96203 -0.29089 0.52403
H 1.12912 -0.64717 -1.00872
H 0.89553 -1.62462 0.37631
H -0.64797 1.05511 -0.41184
H -0.51145 0.44415 1.23614
H -3.47229 -1.09086 -0.89598
H -2.35506 -0.50760 -2.22406
H -2.81290 0.58386 -0.93529
H -1.77760 -1.37921 0.52890

---

# 3
Molecular formula: C5H18N2O3
Method: DFT, ωB97M-V/def2-TZVPD

Energy above the lowest of the compared OMol25 structures with the same formula, charge and spin   98.2 kJ/mol
HOMO level   -8.07 eV
SMILES   C=C(CCN)NC.O.O.O
Net charge   0
Spin multiplicity   1
Energy   -536.4996 hartree

Element x y z (Å)
C -1.85951 -0.33038 0.69586
C -1.42521 1.03037 1.29403
C -0.22138 1.59552 0.57360
C -0.38946 2.51769 -0.38814
C 1.28486 0.38748 2.11803
N 1.03747 1.16965 0.92728
N -2.72893 -0.30953 -0.44492
H -0.98403 -0.91669 0.45654
H -2.31436 -0.83848 1.53571
H -2.21153 1.75227 1.07063
H -1.33422 1.11420 2.36708
H -1.35610 2.88869 -0.71008
H 0.42155 3.06191 -0.87626
H 0.87035 0.85926 3.00201
H 2.34121 0.23764 2.30315
H 0.80978 -0.59711 2.04390
H 1.81202 1.52998 0.40808
H -3.41100 0.43297 -0.40463
H -2.26212 -0.23495 -1.33945
H 0.38196 -3.49615 -0.68775
H -0.93720 -2.85015 -1.12011
O -0.54988 -3.40599 -0.43846
H 2.56077 1.59593 -2.48749
H 1.23529 1.25109 -1.98502
O 2.05115 0.80046 -2.28015
H 1.82898 -1.49366 -0.48228
H 2.03120 -1.92458 -1.92619
O 2.00127 -2.27294 -1.02372

---

# 4
Molecular formula: C5H12O
Method: DFT, ωB97M-V/def2-TZVPD

Energy above the lowest of the compared OMol25 structures with the same formula, charge and spin   13.6 kJ/mol
HOMO level   -10.09 eV
SMILES   CCC(C)(C)O
Net charge   0
Spin multiplicity   1
Energy   -272.9435 hartree

Element x y z (Å)
C -0.17715 -0.00872 -2.06923
C -0.28880 0.71393 -0.71634
C 0.25885 -0.07199 0.48622
C 0.54708 0.88006 1.64316
C -0.73988 -1.15178 0.91126
O 1.51575 -0.68111 0.18106
H 0.65179 0.39176 -2.66390
H -1.08946 0.12644 -2.65434
H -0.02526 -1.09109 -1.96249
H -1.33759 0.94660 -0.50180
H 0.23268 1.67559 -0.77378
H -0.33664 1.46517 1.92327
H 1.34813 1.56435 1.34572
H 0.88920 0.31333 2.51520
H -1.68481 -0.70188 1.24211
H -0.32223 -1.73492 1.73700
H -0.96014 -1.83920 0.08622
H 1.59518 -0.75510 -0.77768

---

# 5
Molecular formula: C4H7NO
Method: DFT, ωB97M-V/def2-TZVPD

Energy above the lowest of the compared OMol25 structures with the same formula, charge and spin   335.2 kJ/mol
HOMO level   -9.28 eV
SMILES   O/N=C\C1CC1
Net charge   0
Spin multiplicity   1
Energy   -286.5040 hartree

Element x y z (Å)
O 2.43535 -0.80714 0.21532
N 1.94130 -0.36719 -1.01376
C 0.67904 -0.15852 -0.97146
C -0.23999 -0.34894 0.18785
C -1.75162 -0.15404 0.15811
C -0.85020 0.97147 0.56098
H 3.38277 -0.97408 0.08498
H 0.34686 0.45762 -1.82044
H 0.12529 -0.91995 1.02798
H -2.36188 -0.09866 -0.74758
H -2.31768 -0.63841 0.96022
H -0.56598 1.66612 -0.21485
H -0.82326 1.37170 1.57263

---

# 6
Molecular formula: C6H11N
Method: DFT, ωB97M-V/def2-TZVPD

Energy above the lowest of the compared OMol25 structures with the same formula, charge and spin   279.4 kJ/mol
HOMO level   -7.58 eV
SMILES   C/C=C/C/C=C/N
Net charge   0
Spin multiplicity   1
Energy   -289.8653 hartree

Element x y z (Å)
C 1.78691 -0.28727 -0.22963
C 2.06348 0.27864 0.95956
N 3.19227 -0.08094 1.70063
C 0.43407 -0.90101 -0.54070
C -0.74342 0.07129 -0.63545
C -2.01747 -0.14493 -0.41648
C -3.10540 0.87260 -0.81905
H 2.59944 -0.39951 -0.93098
H 1.44520 0.88957 1.62232
H 3.27842 0.34417 2.60569
H 3.50928 -1.02742 1.61792
H 0.53964 -1.24939 -1.57155
H 0.20767 -1.74994 0.08958
H -0.35690 1.10264 -0.56212
H -2.56863 -1.02126 -0.10948
H -3.93754 0.64256 -0.14570
H -3.54169 0.74589 -1.81073
H -2.78532 1.91430 -0.82382

---

# 7
Molecular formula: C10H14N2O
Method: DFT, ωB97M-V/def2-TZVPD

Energy above the lowest of the compared OMol25 structures with the same formula, charge and spin   504.8 kJ/mol
HOMO level (spin up / spin down)   -7.94 / -7.95 eV
Net charge   0
Spin multiplicity   1
Energy   -574.0269 hartree

Element x y z (Å)
C 1.23888 -3.41171 -1.74832
C 0.56844 -2.65014 -0.81187
C 0.98351 -1.34471 -1.12023
C -0.70780 3.18863 1.04685
C 0.18747 2.30790 1.92895
C -1.77308 2.26167 0.43967
C 0.09944 0.92536 1.31085
C -1.13028 0.88173 0.40685
C 0.23520 0.84750 -0.15158
C -0.37415 -3.11063 0.24426
N 1.80183 -1.28708 -2.13333
N 1.96577 -2.56343 -2.51632
O 0.85427 1.72783 -0.96112
H 1.24214 -4.47138 -1.91624
H -1.16119 3.99655 1.61932
H -0.10844 3.63328 0.25318
H 1.21239 2.68062 1.95921
H -0.19234 2.26571 2.95276
H -2.66393 2.22605 1.07009
H -2.07333 2.59870 -0.55335
H 0.37977 0.08130 1.92164
H -1.77853 0.02005 0.36136
H -1.40671 -2.90972 -0.04761
H -0.26641 -4.18228 0.40418
H -0.18293 -2.59168 1.18178
H 2.56857 -2.79403 -3.28999
H 0.48146 1.67393 -1.85096

---

# 8
Molecular formula: C3H5Br2NO
Method: DFT, ωB97M-V/def2-TZVPD

Energy above the lowest of the compared OMol25 structures with the same formula, charge and spin   17.9 kJ/mol
HOMO level (spin up / spin down)   -5.74 / -10.18 eV
Net charge   0
Spin multiplicity   3
Energy   -5395.1461 hartree

Element x y z (Å)
C -1.70441 -0.09145 -1.29485
C 0.28760 -0.22035 1.32715
C 1.30885 -0.23739 0.16637
N -2.27811 0.89655 -1.05224
O -1.24641 -1.12676 -1.47121
Br 1.69779 1.72273 -0.40819
Br 2.94302 -1.10277 0.45658
H -0.66296 -0.04198 0.86308
H 0.30657 -1.30248 1.87040
H 0.55826 0.60070 1.99913
H 0.97500 -0.76086 -0.76184
H -2.18521 1.66406 -1.69439

---

# 9
Molecular formula: C8H12FN3O
Method: DFT, ωB97M-V/def2-TZVPD

Energy above the lowest of the compared OMol25 structures with the same formula, charge and spin   124.7 kJ/mol
HOMO level   -8.42 eV
Net charge   0
Spin multiplicity   1
Energy   -651.3255 hartree

Element x y z (Å)
C 1.10784 0.29029 -0.13169
C -1.46063 -1.49375 1.71544
C 2.26174 0.70227 0.28588
C -0.87111 -0.08407 -1.43199
C 0.64502 0.47581 -1.54867
C -0.66044 -1.26765 -0.49422
C -0.10341 -0.79006 1.75194
C 0.70921 1.85103 -2.16034
N -1.73315 -1.78504 0.35610
N 0.24389 -0.62634 0.52783
N 0.36169 -0.32356 2.86248
O -1.87361 -2.02766 2.71286
F -2.11959 0.80512 1.63260
H 2.72806 0.62984 1.28586
H 2.83206 1.51412 -0.15517
H -1.56741 0.66295 -1.03903
H -1.36725 -0.27694 -2.43369
H 1.19744 -0.17917 -2.15626
H -0.31653 -2.21025 -1.07156
H -0.08029 1.88577 -3.02025
H 1.57773 2.02930 -2.79049
H 0.39569 2.52789 -1.39636
H -2.62144 -2.26560 0.03891
H 1.02198 0.40503 3.06445
H -0.30750 -0.44934 3.59537

---

# 10
Molecular formula: C4H11NO
Method: DFT, ωB97M-V/def2-TZVPD

Energy above the lowest of the compared OMol25 structures with the same formula, charge and spin   256.3 kJ/mol
HOMO level   -9.48 eV
SMILES   CC(C)NCO
Net charge   0
Spin multiplicity   1
Energy   -288.9194 hartree

Element x y z (Å)
C 1.41860 1.11516 0.61072
C 1.01436 0.41438 -0.62680
C 1.60320 -0.91190 -0.98809
N -0.55235 0.23518 -0.48492
C -1.12670 -0.64699 0.60605
O -2.45803 -0.10272 0.93457
H 0.76480 1.00410 1.52156
H 1.22698 2.22525 0.33446
H 2.52589 1.07752 0.82895
H 1.02036 1.15301 -1.51727
H 1.12223 -1.36269 -1.90202
H 1.70200 -1.55273 -0.08503
H 2.67474 -0.95971 -1.20408
H -0.87516 -0.21932 -1.44450
H -0.47512 -0.67601 1.48035
H -1.26113 -1.74343 0.12965
H -2.35166 0.40562 0.16459

---

# 11
Molecular formula: C3H4Br2N2O2
Method: DFT, ωB97M-V/def2-TZVPD

Energy above the lowest of the compared OMol25 structures with the same formula, charge and spin   0.0 kJ/mol
HOMO level (spin up / spin down)   -8.56 / -10.18 eV
Net charge   0
Spin multiplicity   3
Energy   -5524.6141 hartree

Element x y z (Å)
C -0.40042 -0.33001 0.96198
C 0.01628 1.49829 -0.80495
C 0.37823 0.14383 -0.22293
N 0.42745 -1.11368 -1.33655
N -0.20316 -1.51600 1.52295
O -1.34221 0.35659 1.33406
O 0.39983 -0.80479 -2.48007
Br -1.68487 1.41012 -1.61399
Br 2.25638 0.31112 0.37937
H 0.83942 1.98084 -1.32568
H -0.28346 2.13490 0.03911
H 0.47346 -2.27215 1.27218
H -0.87692 -1.79903 2.27453

---

# 12
Molecular formula: C2H2N2PS3
Method: DFT, ωB97M-V/def2-TZVPD

Energy above the lowest of the compared OMol25 structures with the same formula, charge and spin   68.8 kJ/mol
HOMO level (spin up / spin down)   -4.36 / -4.43 eV
Net charge   -1
Spin multiplicity   1
Energy   -1722.8307 hartree

Element x y z (Å)
C 1.39455 0.92686 -0.40034
C -0.44891 -0.47180 -0.49495
N 0.83760 -0.27737 -0.84675
N 0.58912 1.71068 0.25843
P -0.99775 1.15359 0.16082
S -4.09454 1.39602 -0.49972
S 3.01454 1.19855 -0.73145
S -1.26130 -1.87488 -0.73658
H 1.40827 -0.98592 -1.29064
H -1.20831 0.74498 1.48214